19
Properties=species:S:1:pos:R:3:forces:R:3 method="wB97M-V/def2-TZVPD" homo_ha=-0.3318 lumo_energy_ev=-1.50 gap_ev=7.530
C -0.6940 0.0710 0.7268 -0.6 -2.3 2.6
C -1.5935 2.6210 -0.7173 -1.1 -1.2 -3.5
O -2.6613 -0.4099 1.8946 1.3 1.8 -2.8
C 1.7598 -1.0257 -0.1490 -2.5 -0.7 -0.8
N -2.2202 0.1892 0.9021 1.2 -1.3 2.3
N 3.0458 -1.5777 -0.3390 2.2 -4.9 -4.4
C 0.0028 0.5629 -0.3415 -0.5 -0.1 -5.4
C 0.0200 -1.0992 1.3384 -5.7 1.3 -1.6
H 3.3240 -2.8009 -0.1393 -2.2 5.1 0.1
H 0.3466 -2.3437 2.2784 -2.6 -1.5 0.9
N -0.6559 1.4482 -1.3449 1.3 -1.6 4.5
H 3.3569 -2.0766 -1.9378 -1.1 2.0 4.1
N 1.0139 -1.6568 0.8002 4.5 0.0 -0.2
H -1.4430 3.1626 0.2416 1.3 -0.9 -0.6
H -0.0514 1.4792 -2.2346 -1.4 0.9 2.1
H -1.2964 3.2020 -1.6428 -1.7 0.8 1.6
H -2.7935 2.3176 -0.6087 3.4 0.4 -1.0
N 1.1666 -0.0536 -0.8743 0.8 0.8 1.6
O -0.6273 -2.0094 2.1471 3.5 1.4 0.6